Molecular formula: C9H39N2O14
Method: DFT, ωB97M-V with the def2-TZVPD basis set

Geometry (Å):
N1 -0.7945 2.1998 -1.1902
O1 -1.2606 1.8709 -0.1151
O2 0.2039 2.8856 -1.2729
O3 -1.2101 1.7235 -2.2149
C1 1.8660 -3.0584 3.9328
C2 1.5689 -3.6175 2.4412
C3 0.3473 -4.6225 2.5459
C4 -0.2580 -5.0451 1.1159
C5 -0.5719 -3.8313 0.2962
C6 0.5562 -2.7445 0.2101
N2 1.1680 -2.4860 1.5423
O4 2.2184 -1.5493 1.4775
C7 1.5113 -3.2753 -0.8928
C8 -0.1034 -1.4256 -0.4222
C9 2.8211 -4.4056 1.8213
H1 2.2430 -3.8432 4.5886
H2 0.9446 -2.7569 4.4310
H3 2.6337 -2.2860 3.9790
H4 0.7716 -5.4814 3.0658
H5 -0.4755 -4.2105 3.1302
H6 -1.1076 -5.7007 1.3066
H7 0.5107 -5.6665 0.6565
H8 -1.4729 -3.3411 0.6651
H9 -0.8278 -4.1132 -0.7252
H10 1.0970 -3.3359 -1.8992
H11 2.3961 -2.6397 -0.9272
H12 1.8209 -4.3110 -0.7535
H13 -0.4952 -1.6704 -1.4094
H14 -0.8774 -0.9577 0.1861
H15 0.6847 -0.6809 -0.5340
H16 2.5608 -5.2194 1.1445
H17 3.4794 -4.9307 2.5134
H18 3.4411 -3.9013 1.0802
H19 1.7657 -0.7030 1.4971
O5 0.5930 2.4735 -4.9075
H20 1.0312 1.6640 -5.1701
H21 0.0304 2.2157 -4.1772
O6 -3.4738 0.0942 -0.2657
H22 -3.9678 0.2440 -1.0718
H23 -2.6392 0.5404 -0.4092
O7 -2.0443 4.9537 1.1477
H24 -1.6690 4.5583 1.9346
H25 -2.5855 4.2623 0.7665
O8 1.5336 1.8457 1.8698
H26 1.1477 1.0101 2.1328
H27 1.1080 2.0555 1.0385
O9 2.9954 4.4342 -1.7525
H28 3.1625 5.2079 -1.2142
H29 2.4477 3.8735 -1.2031
O10 -3.6305 1.8062 -3.3753
H30 -3.8913 1.3600 -4.1810
H31 -2.7013 1.5990 -3.2762
O11 -2.8804 0.8436 2.7479
H32 -3.1071 0.7345 1.8244
H33 -3.7192 0.8026 3.2073
O12 -2.0635 4.6333 -3.1286
H34 -2.2997 4.9185 -4.0112
H35 -2.0327 3.6782 -3.1851
O13 0.8340 5.3182 0.2481
H36 -0.0584 5.6499 0.3476
H37 0.7229 4.3943 0.0236
O14 0.1703 6.3356 -2.3681
H38 0.3044 5.5507 -1.8369
H39 -0.4735 6.0730 -3.0260

Forces on atoms 1 to 3 (eV/Å):
1.768 -0.363 0.610
-1.094 -0.200 2.009
1.910 1.953 0.703

Computed properties:
**Energy relative to the best compared isomer or geometry (same formula, charge and spin)**: 0.0 kcal/mol
**Net charge**: -1
**2S+1**: 1

---

Molecular formula: C9H3Cl6N9O2Pt
Method: DFT, ωB97M-V with the def2-TZVPD basis set

Geometry (Å):
Pt1 0.4443 0.0785 0.0427
N1 -3.4456 -2.9003 0.3777
C1 -2.5658 -0.5215 -0.1300
N2 -3.7246 0.0927 -0.0993
N3 -3.3814 1.3958 -0.0785
N4 -2.0921 1.5332 -0.0868
N5 -1.5317 0.3124 -0.1201
C2 -1.7438 -2.6903 -1.5728
N6 -0.4233 -2.7620 -1.7693
N7 0.5464 -2.4310 -1.0704
N8 0.3259 -1.9610 0.2578
N9 -0.9813 -2.4223 0.7299
H1 -5.4602 -2.9430 0.7468
Cl1 4.7254 5.3829 -0.2564
C3 4.0671 3.7804 -0.0905
C4 4.8960 2.7116 0.1838
Cl2 6.6098 2.9484 0.3698
C5 4.3463 1.4261 0.3174
Cl3 5.3645 0.0608 0.6645
C6 2.9812 1.1943 0.1801
O1 2.4496 0.0054 0.3078
C7 2.1155 2.3065 -0.1009
O2 0.8368 2.0863 -0.2322
C8 2.6860 3.5717 -0.2301
Cl4 1.6208 4.9002 -0.5756
Cl5 -2.2393 -2.2751 -0.0419
C9 -4.5282 -3.1199 1.2826
Cl6 -2.8999 -3.1626 -2.7819
H2 -4.4918 -2.4470 2.1418
H3 -4.5064 -4.1514 1.6342

Forces on atoms 1 to 3 (eV/Å):
0.734 -0.015 0.063
-0.752 -1.724 -0.569
0.423 -0.049 0.081

Computed properties:
**Energy relative to the best compared isomer or geometry (same formula, charge and spin)**: 292.6 kcal/mol
**Net charge**: -2
**2S+1**: 1

---

Molecular formula: C9H44O13
Method: DFT, ωB97M-V with the def2-TZVPD basis set

Geometry (Å):
O1 14.3373 9.5409 -12.2278
H1 14.9962 9.8110 -11.5882
H2 14.4029 10.1896 -12.9286
O2 18.0731 10.4238 -15.6653
H3 17.9378 11.0704 -16.3580
H4 18.3774 9.6408 -16.1240
O3 17.8646 9.5674 -9.6448
H5 18.5528 8.9664 -9.3594
H6 17.0638 9.0436 -9.6215
O4 19.4709 7.4998 -12.9035
H7 19.5363 8.0118 -13.7097
H8 19.1168 6.6558 -13.1834
O5 19.2239 7.4230 -10.8494
H9 19.2864 7.5410 -11.7972
H10 19.0682 6.4856 -10.7340
O6 17.6449 5.5254 -12.8564
H11 18.3484 5.7344 -13.4709
H12 16.8402 5.7030 -13.3435
O7 15.8697 6.5567 -13.9178
H13 15.6382 6.5818 -14.8462
H14 16.1714 7.4438 -13.7217
O8 18.9057 6.0999 -14.3147
H15 18.3851 6.7195 -14.8258
H16 19.7261 6.0174 -14.8009
O9 15.9766 10.4695 -15.4393
H17 16.8205 10.3607 -15.0008
H18 15.7294 9.5844 -15.7071
O10 17.7759 7.5128 -15.2308
H19 16.9340 7.5171 -15.6862
H20 18.3522 8.0371 -15.7868
C1 20.8517 10.9830 -11.8508
C2 19.8061 10.1649 -11.0029
C3 20.3502 9.5386 -9.7367
O11 18.6786 10.9040 -10.6825
H21 20.4128 11.5604 -12.6645
H22 21.5753 10.3111 -12.3124
H23 21.4534 11.6442 -11.2272
H24 19.2752 9.5048 -11.6889
H25 21.0196 10.2376 -9.2353
H26 21.0525 8.7645 -10.0458
H27 19.6230 9.1657 -9.0154
H28 18.1164 10.2418 -10.2740
C4 21.5610 11.7865 -14.6158
C5 20.2409 11.0419 -15.1033
C6 20.3144 9.4935 -15.0739
O12 19.2221 11.5021 -14.2876
H29 21.4356 12.8361 -14.8820
H30 22.4379 11.4146 -15.1458
H31 21.7555 11.7365 -13.5445
H32 19.9183 11.4142 -16.0756
H33 20.8252 9.1232 -15.9627
H34 19.3143 9.0668 -15.1499
H35 20.8692 9.1799 -14.1896
H36 18.3942 11.2344 -14.6934
C7 17.1428 7.9733 -11.9692
C8 16.8155 9.0261 -13.0358
C9 18.1296 9.8648 -13.3301
O13 16.3462 8.3873 -14.1884
H37 17.7735 7.2110 -12.4264
H38 16.2410 7.5558 -11.5212
H39 17.6712 8.4407 -11.1383
H40 16.0221 9.7470 -12.8383
H41 18.8882 9.2306 -13.7888
H42 18.5959 10.1935 -12.4013
H43 17.9362 10.7676 -13.9095
H44 17.1534 8.0000 -14.5348

Forces on atoms 1 to 3 (eV/Å):
-1.571 -0.131 0.564
-0.168 0.083 0.321
-0.259 0.270 -0.251

Computed properties:
**Energy relative to the best compared isomer or geometry (same formula, charge and spin)**: 785.6 kcal/mol
**Net charge**: 0
**2S+1**: 1

---

Molecular formula: C9H46B3NO18
Method: DFT, ωB97M-V with the def2-TZVPD basis set

Geometry (Å):
C1 2.7411 -2.6324 0.5020
C2 2.9645 -1.0497 0.3839
O1 3.1189 -0.5890 -0.9827
B1 2.4686 0.7011 -1.0860
O2 3.0477 1.9791 -0.6499
B2 2.0634 2.7259 0.1377
O3 0.6593 2.7365 -0.2083
B3 0.3681 1.3408 -0.4909
C3 -0.6608 0.4613 0.3813
C4 -0.7942 -1.0658 -0.1414
C5 -2.0494 -1.0444 -1.1582
C6 -3.3273 -1.3840 -0.2742
N1 -4.6136 -0.8046 -0.7538
C7 -4.6577 -0.5787 -2.2185
C8 -5.0233 0.3512 0.0026
C9 -5.4632 0.0873 1.5121
O4 -5.0879 1.5104 -0.4331
O5 1.1226 0.7772 -1.6139
H1 1.6480 -2.9248 0.3783
H2 3.0523 -3.0150 1.5144
H3 3.3278 -3.1799 -0.2942
H4 2.1214 -0.5707 0.9458
H5 3.9524 -0.8382 0.9130
H6 2.4297 3.3708 1.0656
H7 -1.7040 0.9114 0.2763
H8 -0.3769 0.4723 1.4783
H9 0.1508 -1.4200 -0.6473
H10 -1.0092 -1.7161 0.7673
H11 -1.9098 -1.8842 -1.8967
H12 -2.0466 -0.0139 -1.6119
H13 -3.1134 -0.9747 0.7677
H14 -3.4274 -2.5080 -0.1402
H15 -4.2615 -1.4372 -2.8267
H16 -4.0304 0.3351 -2.4978
H17 -5.7227 -0.2891 -2.4924
H18 -5.2420 0.9549 2.1896
H19 -6.5646 -0.1731 1.5781
H20 -4.9038 -0.8325 1.8782
O6 -6.1496 0.3551 4.5751
H21 -6.9898 -0.0971 4.6999
H22 -6.3460 1.2726 4.7923
O7 5.4821 -2.3172 -1.6327
H23 5.1909 -2.4544 -2.5452
H24 4.8286 -1.7096 -1.2672
O8 2.5307 -1.4361 3.6010
H25 2.5247 -2.2667 4.0904
H26 2.9591 -0.8115 4.2019
O9 6.2385 0.7004 0.2891
H27 6.5962 -0.0640 -0.1814
H28 5.3281 0.7550 -0.0167
O10 2.2577 1.0966 2.3374
H29 2.2775 0.2606 2.8268
H30 2.6794 1.7194 2.9423
O11 -6.1370 4.6340 0.3176
H31 -5.7874 3.8431 -0.1149
H32 -7.0474 4.6860 0.0079
O12 5.7356 -3.9754 -4.2134
H33 6.6689 -4.0413 -3.9799
H34 5.7109 -4.2063 -5.1486
O13 -2.2180 2.5667 2.0241
H35 -3.0645 2.8723 1.6753
H36 -1.5926 2.7514 1.3133
O14 1.1807 -2.1744 -2.6978
H37 1.7574 -1.6781 -2.0977
H38 0.7532 -1.4908 -3.2273
O15 2.8390 -3.0924 -5.4606
H39 2.3895 -2.9139 -4.6235
H40 2.9338 -2.2235 -5.8651
O16 2.5511 4.3361 -3.2874
H41 2.5831 3.4811 -2.8421
H42 2.9750 4.9387 -2.6665
O17 7.2407 0.9136 3.3597
H43 8.1731 0.8498 3.5924
H44 7.2151 0.6739 2.4227
O18 -7.7619 1.9950 3.2037
H45 -8.6103 2.2947 2.8578
H46 -7.1426 2.1669 2.4836

Forces on atoms 1 to 3 (eV/Å):
-0.448 0.084 -0.725
0.907 -2.019 1.955
-1.449 2.282 -0.037

Computed properties:
**Net charge**: 0
**2S+1**: 1

---

Here are the calculated Kohn-Sham gap numbers, same order: 8.8, 6.0, 6.6, 9.4 (eV).
Here are the calculated E numbers, same order: -41609.05829, -105256.03365, -36631.12963, -50459.59962 (eV).